DFT (ωB97M-V/def2-TZVPD) results for a structure of composition C10H12BrNPTc.

Geometry as XYZ:
```
26
C10H12BrNPTc | the Open Molecules 2025 dataset | ωB97M-V/def2-TZVPD
Tc 1.5080 1.7930 0.2182
Br -0.3333 -3.4055 2.1009
P 0.1344 3.4208 -0.3633
N 0.6851 0.5761 1.6213
C 0.1159 1.1839 2.6826
C -0.5935 0.4535 3.6416
C 0.6345 -0.7838 1.5007
C -0.3353 -2.1013 -3.5779
C 1.0925 -1.0716 -2.0706
C -0.1147 -1.5417 2.4141
C 0.9506 -2.1278 -2.9582
C -0.7159 -0.9275 3.5104
C -0.3849 -0.2665 -2.1622
C -1.0970 -0.9893 -3.1063
H -0.6869 -2.8264 -4.3071
H -2.1023 -0.7323 -3.4397
H 1.9239 -0.7496 -1.4380
H -0.6325 0.6197 -1.5738
H 0.5951 4.7636 -0.2032
H 1.1601 -1.1981 0.6433
H -1.0443 1.0011 4.4625
H -0.3321 3.5086 -1.7112
H 1.7245 -2.8704 -3.1505
H 0.2323 2.2707 2.7147
H -1.1201 3.5276 0.3237
H -1.2639 -1.5264 4.2281
```

The gap between HOMO and LUMO (alpha / beta) is 3.34 / 3.43 eV. As for the highest occupied orbital energy (alpha / beta): -9.52 / -9.53 eV. The maximum force comes out at 3.3 eV/Å. As for the energy above the lowest of the compared OMol25 structures with the same formula, charge and spin: 48.98 kcal/mol. As for the net charge: +1. Its spin multiplicity is 4. Its expectation value of S² is 3.946.

Here are the Mulliken charges for atoms 1 to 2, given in e: Tc 0.591; Br -0.117

***

DFT (ωB97M-V/def2-TZVPD) results for a structure of composition C32H38BF6N2S5Y.

Geometry as XYZ:
```
85
C32H38BF6N2S5Y | the Open Molecules 2025 dataset | ωB97M-V/def2-TZVPD
Y -0.0522 -2.0256 0.4753
S -3.9968 -2.2391 -3.1753
S 0.9526 -0.3579 2.5908
S 2.3905 -0.7663 -0.2934
S -1.6890 -4.3811 -0.9128
S 0.1296 -2.0674 -2.5110
F -1.2493 2.1121 0.4794
F 2.1626 -3.9351 -0.8320
F -1.8952 1.5566 -1.6583
F -0.8580 -0.0186 -0.3209
F 0.3274 1.7796 -1.1452
F 0.9062 -5.0050 0.6782
N 3.2174 1.6910 0.1194
N 1.1886 2.1927 1.9505
C 0.9158 3.2649 4.1349
C 0.5539 4.5516 4.5123
C 4.0806 1.5757 -1.0618
C -2.8467 -0.5969 1.8214
C 1.8104 2.2156 -4.6546
C -3.4570 -3.9620 -3.1489
C 2.2035 4.5278 6.2591
C 0.2235 2.5886 2.9778
C -1.4699 -2.6284 2.3445
C -3.6905 -2.7329 1.1614
C -3.9248 0.0219 1.2092
C 1.9310 2.6119 4.8303
C -1.3522 -1.2115 -3.1258
C -2.6879 -1.9919 1.8088
C -2.6685 -1.3378 -2.3485
C 1.1922 5.1813 5.5733
C -3.2634 -4.6126 -1.7867
C 3.3150 1.8064 -2.3459
C 2.0614 3.2741 -3.7925
C 3.1757 2.9654 0.8310
C 2.4179 0.6999 0.4892
C 2.3213 0.9592 -4.3696
C -0.4761 -4.8451 -2.1598
C 1.7492 3.2942 1.1731
C -4.8982 -0.7320 0.5670
C 2.5722 3.2411 5.8849
C -4.7751 -2.1160 0.5584
C 1.5055 0.9433 1.6840
C 1.5969 -3.7912 0.4732
C 2.8133 3.0689 -2.6477
C 3.0694 0.7552 -3.2190
C -0.0305 -3.7606 -3.1484
B -0.9378 1.4290 -0.6847
H -5.5382 -2.7154 0.0753
H 1.6698 4.2585 -4.0117
H 2.1282 0.1287 -5.0360
H -0.8486 -5.7129 -2.7091
H -0.4839 3.2651 2.4982
H 2.7033 5.0165 7.0849
H 3.5919 3.7358 0.1870
H -3.0882 -0.3398 -2.2251
H -1.5600 -3.7136 2.4308
H 3.0061 3.9063 -1.9862
H -5.7375 -0.2522 0.0816
H -2.5867 -4.1104 -3.7856
H -4.0278 -4.2756 -1.0889
H -3.9926 1.1026 1.2225
H -1.4828 -1.4972 -4.1703
H -2.5356 -1.7318 -1.3423
H 4.8755 2.3129 -0.9444
H 4.5290 0.5831 -1.0593
H 1.1441 3.4481 0.2778
H 3.7855 2.9113 1.7389
H 3.3564 2.7246 6.4228
H 0.3807 -5.1671 -1.5775
H -3.6171 -3.8158 1.1772
H 2.2086 1.6026 4.5482
H 0.9630 -4.0262 -3.5112
H -0.3161 1.6977 3.2894
H 1.7199 4.1869 1.7973
H -1.0348 -0.1683 -3.1110
H -4.2848 -4.4776 -3.6421
H -0.6828 -3.6928 -4.0163
H 3.4447 -0.2322 -2.9850
H 2.4701 -3.8791 1.1307
H 1.2185 2.3729 -5.5465
H -0.2357 5.0639 3.9746
H 0.8993 6.1828 5.8599
H -2.0910 0.0128 2.3056
H -3.3601 -5.6950 -1.8961
H -1.1547 -2.2034 3.2972
```

The gap between HOMO and LUMO is 5.87 eV. As for the highest occupied orbital energy: -6.88 eV. The maximum force comes out at 0.7 eV/Å. As for the energy above the lowest of the compared OMol25 structures with the same formula, charge and spin: 3.36 kcal/mol. As for the net charge: 0. Its spin multiplicity is 1.

Here are the Mulliken charges for atoms 1 to 2, given in e: Y -0.865; S -0.189

***

Q: Among the records above, which one has the lowest net charge?
A: C32H38BF6N2S5Y

***

Q: Look up the net charge of the second one.
A: 0